Below is a 2-piece molecular cluster, C5H11NO overall, with properties calculated with ωB97M-V/def2-TZVPD.

Computed properties:
Energy: -327.07355 Ha
Gap between HOMO and LUMO: 10.25 eV
LUMO energy: 0.867 eV
Energy above the lowest of the compared OMol25 structures with the same formula, charge and spin: 36.3 kcal per mole
SMILES: CNC=O.C=CC
Charge: 0

The geometry in XYZ format:
```
18
Properties=species:S:1:pos:R:3:forces:R:3
C 0.334 2.000 -2.885 0.7 0.0 -0.3
N 0.688 0.918 -1.990 -0.4 0.2 0.2
C -0.160 0.537 -0.999 0.7 -0.2 -0.4
O -1.269 0.986 -0.829 -0.1 0.1 0.2
H -0.248 2.737 -2.342 -0.2 -0.1 0.0
H -0.183 1.660 -3.775 -0.4 -0.1 0.0
H 1.242 2.483 -3.249 0.1 0.0 0.2
H 1.512 0.365 -2.143 0.1 0.1 0.0
H 0.317 -0.220 -0.353 -0.2 -0.1 0.1
C 1.067 -0.782 2.757 -0.1 -0.4 0.0
C -0.066 -1.104 2.147 -0.2 0.2 -0.2
C -0.661 -2.475 2.054 -0.4 0.2 0.5
H 1.593 0.131 2.526 -0.2 0.4 0.5
H 1.496 -1.461 3.486 0.5 -0.2 -0.4
H -0.637 -0.325 1.651 0.2 0.0 -0.4
H -0.931 -2.685 1.019 0.1 0.0 -0.1
H 0.039 -3.226 2.410 0.0 -0.1 0.0
H -1.597 -2.555 2.618 0.1 0.0 0.0
```
Forces are in eV/Å.